Here is a cluster of 2 separate species, C3H5BrOS in total from the Open Molecules 2025 dataset. Energies are from ωB97M-V/def2-TZVPD.

Calculated values
Charge: 0
E_tot in Eh: -3164.6310
LUMO in eV: 0.17
Energy relative to the best compared isomer or geometry (same formula, charge and spin) in kcal per mole: 63.1
Frontier orbital gap in eV: 9.0

Bonds (Å) are listed after each position.
Atoms and positions in Å:
1 C -1.15 -0.56 -1.18  C2 1.213, H4 0.967
2 C -0.78 -0.73 -0.04  C1 1.213, C3 1.474
3 C -0.82 -0.86 1.43  C2 1.474, H5 1.072, H6 1.045, H7 1.145
4 H -1.31 -0.51 -2.13  C1 0.967
5 H -1.49 -1.69 1.50  C3 1.072
6 H 0.14 -0.93 1.83  C3 1.045
7 H -1.30 0.10 1.83  C3 1.145
8 O 0.84 1.94 -0.98  S9 1.655, H11 1.036
9 S 1.93 0.88 -1.64  O8 1.655, Br10 2.143
10 Br 2.58 -0.39 -0.04  S9 2.143
11 H 1.34 2.75 -0.58  O8 1.036

Löwdin charges in e:
1 C 0.0936
2 C -0.2433
3 C -0.1075
4 H -0.0327
5 H 0.0715
6 H 0.0174
7 H 0.1135
8 O -0.5798
9 S 0.3235
10 Br 0.2497
11 H 0.0941